Entry 1:
Here is C16H20B3F24O8Sn as an isolated structure from OMol25. Energies are from the ωB97M-V functional and the def2-TZVPD basis.

The geometry in XYZ format:
```
72
Properties=species:S:1:pos:R:3
Sn -1.969 -1.518 -4.131
B -0.775 -1.193 -1.067
F -1.122 -2.461 -1.609
F -1.732 -0.741 -0.193
F 0.395 -1.377 -0.297
F -0.536 -0.332 -2.103
B -3.038 -4.192 -2.762
F -2.250 -4.181 -3.924
F -4.113 -5.054 -2.895
F -2.315 -4.522 -1.639
F -3.470 -2.807 -2.714
B -5.271 -1.412 1.078
F -5.619 -0.040 0.967
F -6.387 -2.246 0.887
F -4.316 -1.727 0.086
F -4.732 -1.665 2.354
C 4.298 -3.241 -0.794
C 3.005 -3.129 0.000
O 3.360 -3.158 1.392
C 2.615 -2.628 2.360
O 1.436 -2.723 2.425
C 3.441 -2.024 3.520
F 2.828 -2.364 4.655
F 4.699 -2.444 3.495
F 3.348 -0.695 3.410
H 4.734 -4.218 -0.579
H 4.926 -2.372 -0.641
H 4.017 -3.344 -1.846
H 2.189 -3.829 -0.169
H 2.609 -2.138 -0.228
C -3.493 1.542 -0.632
C -4.446 1.823 -1.792
O -3.956 2.810 -2.720
C -2.895 2.602 -3.432
O -2.306 1.556 -3.587
C -2.269 3.890 -4.022
F -1.003 3.969 -3.612
F -2.205 3.752 -5.358
F -2.979 4.956 -3.706
H -3.644 2.271 0.165
H -2.440 1.534 -0.905
H -3.779 0.578 -0.213
H -5.372 2.218 -1.388
H -4.669 0.877 -2.291
C 2.610 0.545 -2.191
C 3.319 0.457 -0.862
O 3.777 1.778 -0.524
C 4.050 2.088 0.732
O 4.223 1.293 1.604
C 4.190 3.611 0.946
F 3.557 4.274 -0.017
F 3.758 4.010 2.138
F 5.501 3.920 0.939
H 2.330 -0.474 -2.468
H 3.283 0.896 -2.973
H 1.703 1.118 -2.008
H 4.189 -0.197 -0.932
H 2.603 0.088 -0.126
C 0.225 2.755 1.216
C -0.191 1.354 1.609
O 0.000 1.150 3.019
C -0.600 0.126 3.598
O -1.040 -0.823 3.021
C -0.599 0.124 5.141
F 0.201 -0.828 5.632
F -0.202 1.298 5.657
F -1.823 -0.171 5.580
H -0.189 2.953 0.224
H 1.295 2.883 1.048
H -0.171 3.449 1.955
H 0.427 0.582 1.145
H -1.226 1.137 1.351
```

Output
E_LUMO   -1.767 eV
Charge   -1
E_HOMO   -7.52 eV
2S+1   1

---

Entry 2:
Here is C16H20B5F32O8Sn2 as an isolated structure from OMol25. Energies are from the ωB97M-V functional and the def2-TZVPD basis.

The geometry in XYZ format:
```
83
Properties=species:S:1:pos:R:3
Sn -1.906 1.997 -3.139
Sn -0.692 -3.820 -1.562
B 1.163 -3.760 -4.605
F 0.633 -4.957 -4.045
F 0.877 -2.746 -3.684
F 2.528 -3.915 -4.774
F 0.506 -3.469 -5.802
B 2.975 -4.149 -0.781
F 1.789 -4.169 -0.001
F 3.596 -2.933 -0.505
F 3.675 -5.310 -0.476
F 2.495 -4.076 -2.074
B 1.239 1.518 -4.458
F 1.334 1.986 -3.175
F 0.600 0.288 -4.493
F 0.428 2.388 -5.141
F 2.448 1.385 -5.030
B 0.777 -0.242 -0.773
F 1.983 0.446 -1.003
F 0.322 -0.086 0.490
F -0.248 0.304 -1.579
F 1.081 -1.490 -1.264
B -2.892 -1.215 -2.109
F -3.596 -2.349 -2.268
F -1.790 -1.209 -3.008
F -3.638 -0.004 -2.168
F -2.386 -1.318 -0.802
C -4.205 -0.076 1.886
C -3.414 0.746 0.899
O -3.605 2.150 1.167
C -2.849 3.115 0.707
O -2.049 2.952 -0.214
C -3.116 4.491 1.382
F -4.340 4.649 1.874
F -2.266 4.652 2.370
F -2.852 5.409 0.431
H -3.888 -1.106 1.734
H -5.250 0.225 1.935
H -3.705 0.110 2.839
H -3.840 0.621 -0.096
H -2.363 0.463 0.947
C 2.853 -1.141 3.334
C 3.183 -0.711 1.858
O 4.421 -0.015 1.906
C 5.053 0.324 0.823
O 4.768 -0.031 -0.297
C 6.396 1.129 1.167
F 6.715 1.885 0.127
F 6.175 1.938 2.241
F 7.366 0.226 1.371
H 3.062 -0.434 4.137
H 3.459 -1.995 3.641
H 1.832 -1.498 3.453
H 2.493 0.109 1.657
H 3.118 -1.449 1.060
C -5.216 -3.217 1.117
C -4.594 -3.625 2.443
O -3.403 -2.910 2.766
C -2.250 -3.331 2.281
O -2.064 -3.972 1.249
C -1.100 -2.779 3.203
F -0.232 -2.042 2.448
F -1.548 -2.018 4.185
F -0.482 -3.845 3.702
H -5.732 -4.054 0.649
H -4.460 -2.701 0.526
H -5.942 -2.432 1.336
H -4.543 -4.707 2.312
H -5.327 -3.588 3.249
C 2.030 3.069 1.492
C 0.986 3.525 0.379
O 1.584 4.318 -0.589
C 0.913 4.761 -1.635
O -0.174 4.457 -2.081
C 1.723 5.745 -2.506
F 1.006 6.834 -2.701
F 2.910 6.091 -1.935
F 2.010 5.296 -3.738
H 2.109 3.862 2.233
H 2.932 2.614 1.083
H 1.636 2.142 1.914
H 0.074 4.009 0.728
H 0.699 2.660 -0.222
```

Output
E_LUMO   -1.416 eV
Charge   -1
E_HOMO   -7.75 eV
2S+1   1

---

Entry 3:
Here is a 6-piece molecular cluster, C16H20BF4N2O10S overall from OMol25. Energies are from the ωB97M-V functional and the def2-TZVPD basis.

The geometry in XYZ format:
```
54
Properties=species:S:1:pos:R:3
N -0.401 -0.452 -1.610
H -0.077 0.498 -1.493
H -0.825 -0.757 -0.745
H 0.346 -1.104 -1.801
H -1.136 -0.485 -2.302
N -3.365 2.507 -2.701
H -2.862 1.724 -3.093
H -2.786 2.951 -2.002
H -4.193 2.273 -2.173
H -3.612 3.133 -3.454
C 0.223 0.049 1.778
C -1.236 -0.073 1.530
C -2.205 0.267 2.746
O -3.464 0.421 2.454
C -1.547 0.467 4.002
C -0.221 0.617 4.201
C 0.700 0.512 3.002
O 1.935 0.810 3.045
O 0.179 0.900 5.432
O -1.642 -0.765 0.628
H 0.829 0.080 0.884
H -2.185 0.480 4.873
C 1.067 3.795 -0.505
C 1.375 3.989 0.814
C 0.300 3.983 1.890
O 0.569 4.338 3.054
C -1.015 3.721 1.579
C -1.352 3.339 0.302
C -0.286 3.284 -0.805
O -0.560 2.777 -1.844
O -2.542 3.170 -0.146
O 2.686 4.116 1.013
H 1.825 3.683 -1.266
H -1.841 3.624 2.268
B -3.172 -1.162 -3.058
F -2.698 -1.882 -1.932
F -2.482 -1.818 -4.039
F -4.517 -1.242 -3.209
F -2.634 0.177 -2.967
C 2.306 -4.544 0.141
C 3.766 -4.386 -0.200
C 3.856 -3.178 -1.098
S 2.345 -2.172 -0.819
O 1.463 -2.220 -2.020
O 2.853 -0.898 -0.394
C 1.769 -3.139 0.524
H 2.323 -5.226 0.991
H 1.869 -4.983 -0.755
H 4.170 -5.340 -0.537
H 4.377 -4.109 0.659
H 3.959 -3.522 -2.127
H 4.705 -2.565 -0.796
H 0.718 -2.936 0.731
H 2.341 -2.723 1.352
```

Output
E_LUMO (alpha / beta)   3.317 / 3.065 eV
Charge   -2
E_HOMO (alpha / beta)   -0.92 / -0.89 eV
2S+1   2

---

Entry 4:
Here is C16H20BF5N8OTeV as an isolated structure from OMol25. Energies are from the ωB97M-V functional and the def2-TZVPD basis.

The geometry in XYZ format:
```
53
Properties=species:S:1:pos:R:3
V -0.823 -0.860 0.984
C -1.219 -3.853 -1.068
C -0.557 -2.610 -1.544
C 0.050 -2.310 -2.736
C 0.494 -0.982 -2.629
N 0.169 -0.494 -1.444
N -0.484 -1.496 -0.741
B 0.558 0.957 -0.856
N 1.443 0.668 0.390
C 2.675 1.012 0.756
C 2.980 0.397 1.967
C 1.881 -0.364 2.305
C 1.652 -1.227 3.494
N 0.934 -0.188 1.339
N -0.761 1.589 -0.324
C -1.296 2.802 -0.464
C -2.498 2.855 0.228
C -2.663 1.608 0.805
C -3.756 1.103 1.677
N -1.593 0.843 0.467
N 1.198 1.753 -1.913
C 0.620 2.306 -3.028
C 1.612 2.586 -3.915
C 2.811 2.147 -3.284
C 4.203 2.230 -3.807
N 2.553 1.633 -2.099
H -1.119 -4.636 -1.815
H -0.768 -4.211 -0.141
H -2.283 -3.685 -0.896
H 0.165 -2.961 -3.585
H 1.027 -0.370 -3.342
H 3.263 1.651 0.117
H 3.897 0.484 2.523
H 2.574 -1.313 4.064
H 0.893 -0.795 4.148
H 1.335 -2.231 3.211
H -0.795 3.558 -1.047
H -3.169 3.692 0.301
H -4.616 1.765 1.610
H -4.076 0.103 1.381
H -3.438 1.076 2.720
H -0.446 2.451 -3.106
H 1.512 3.051 -4.881
H 4.508 3.271 -3.916
H 4.892 1.735 -3.127
H 4.275 1.765 -4.789
F -1.054 -2.585 4.751
Te -2.576 -2.384 3.763
F -2.273 -3.999 2.962
F -4.015 -2.121 2.660
F -2.803 -0.705 4.451
F -3.610 -3.127 5.050
O -1.481 -1.584 2.375
```

Output
E_LUMO (alpha / beta)   -9.251 / -8.616 eV
Charge   +2
E_HOMO (alpha / beta)   -14.87 / -14.87 eV
2S+1   2